Computed, not measured: a single C20H10I4O4 molecule in a non-equilibrium geometry, with ωB97M-V/def2-TZVPD.

The geometry in XYZ format:
```
38
Properties=species:S:1:pos:R:3:forces:R:3:nbo_charge:R:1
O 3.0027 -1.9644 4.4704 1.736 -1.855 3.348 -0.50
O -0.0817 1.8747 -4.5125 0.228 0.056 1.980 -0.51
O -0.9584 -2.3233 -2.4425 0.434 -0.671 -0.974 -0.57
I 5.1697 -0.0302 2.7637 -1.267 -0.493 0.326 0.19
I 0.4611 -3.9645 4.0160 0.513 1.720 -0.601 0.15
I 2.2554 -0.1295 -4.6091 -0.741 1.068 2.162 0.14
I -1.6917 4.4032 -2.8846 1.045 -1.688 0.368 0.18
O 0.6982 -1.8562 -1.0367 0.686 0.452 0.653 -0.68
C 2.4689 -1.5137 3.5304 -2.491 -1.432 -0.102 0.39
C 0.2155 1.8444 -3.3091 -0.577 0.242 -3.787 0.34
C -0.5228 -1.6899 -1.5216 -1.399 -0.483 -0.965 0.76
C 2.2890 0.0834 1.8209 2.506 -0.497 0.345 -0.20
C 0.3398 -1.4418 2.1985 0.007 1.408 -0.600 -0.25
C 3.0793 -0.5346 2.7501 -0.148 2.973 -3.523 -0.18
C 1.0726 -2.0300 3.1329 0.486 -0.971 0.273 -0.14
C 1.3070 0.9993 -2.8339 1.161 -0.880 0.361 -0.11
C -0.4073 2.6939 -2.3287 -0.374 0.258 3.778 -0.16
C 0.9479 -0.2168 1.5113 -3.438 -0.307 -1.229 0.02
C 1.7179 0.9472 -1.5434 -0.977 0.069 -1.109 -0.17
C -0.1737 2.4014 -0.9874 0.260 1.717 -2.186 -0.13
C 0.2384 0.4766 0.5012 3.045 -1.932 2.434 0.10
C -3.7940 -0.3954 -0.2504 -1.317 1.340 1.828 -0.23
C -3.4407 0.2813 0.9328 -0.701 0.318 0.090 -0.17
C -2.9326 -0.9297 -1.1042 4.153 -0.722 -0.446 -0.13
C -2.1115 0.4808 1.2158 -0.395 -0.050 -0.369 -0.22
C -1.4897 -0.8313 -0.8232 -1.688 2.731 1.953 -0.14
C -1.1397 0.0783 0.2241 -0.974 -1.313 0.615 -0.05
C 0.9321 1.5531 -0.3430 -1.275 -0.110 -2.650 -0.35
H 1.1953 -2.4762 -1.5933 -0.321 0.003 -0.149 0.52
H 2.8079 0.6885 1.1148 0.182 0.901 -0.205 0.21
H -0.6634 -1.8020 1.9276 0.638 0.265 0.009 0.25
H 2.6006 0.3934 -1.4039 0.965 -0.733 0.761 0.23
H -0.6614 3.0284 -0.2855 -0.691 0.417 0.652 0.22
H -4.8324 -0.4952 -0.3920 -1.134 -0.145 -0.583 0.22
H -4.2650 0.7208 1.5794 1.270 -0.913 -0.685 0.23
H -3.2313 -1.4212 -1.9985 -0.192 -0.578 -0.378 0.25
H -1.9359 0.8521 2.2473 0.818 0.226 -1.179 0.24
H 1.5341 2.2449 0.2662 -0.031 -0.391 -0.215 0.27
```
Positions in Å, forces in eV/Å.

Values from the calculation:
SMILES string: O=C1C(I)=CC(=C(c2ccccc2C(=O)O)C2C=C(I)C(=O)C(I)=C2)C=C1I
M: 821.91 Da
LUMO energy: -1.73 eV
total energy: -61490.3410 eV
net charge: 0
relative energy (zero: lowest compared OMol25 entry of this formula, charge and spin): 0.0 kJ/mol

Computed, not measured: a molecular structure, C6H10N2, with ωB97M-V/def2-TZVPD.

The geometry in XYZ format:
```
18
Properties=species:S:1:pos:R:3:forces:R:3:nbo_charge:R:1
C -1.7478 -0.7011 0.5965 0.046 -0.027 -0.014 -0.66
C 0.4865 0.1107 -0.6184 0.309 -0.202 -0.292 0.19
C -0.9355 0.4971 0.2087 0.086 0.327 0.124 0.08
N 2.6204 -1.1434 -0.2304 -0.078 0.061 -0.020 -0.81
C 0.9839 0.4892 0.6766 -0.382 0.025 0.023 -0.21
C 1.3247 -0.8610 0.3253 -0.082 0.031 -0.173 -0.10
C -1.3778 1.7517 0.1152 0.161 -0.295 -0.001 -0.41
N 0.4195 -0.0158 -1.9087 -0.096 0.064 0.314 -0.71
H -0.1938 0.6995 -2.3013 0.015 -0.050 0.061 0.34
H 3.2198 -0.3267 -0.2219 -0.066 -0.032 -0.013 0.36
H 2.5301 -1.4588 -1.1932 -0.015 0.054 0.050 0.38
H 0.8328 1.1474 1.5152 -0.037 0.001 -0.030 0.24
H 0.8496 -1.7283 0.7822 0.000 0.049 0.014 0.18
H -2.8040 -0.4305 0.6475 0.066 0.018 -0.016 0.23
H -1.6343 -1.5075 -0.1285 0.014 0.036 0.006 0.24
H -1.4451 -1.0825 1.5743 0.004 0.030 -0.038 0.23
H -0.7118 2.5676 -0.1386 0.034 -0.038 0.000 0.21
H -2.4174 1.9925 0.2995 0.021 -0.051 0.003 0.21
```
Positions in Å, forces in eV/Å.

Values from the calculation:
M: 110.16 Da
LUMO energy (alpha / beta): -0.07 / -0.07 eV
total energy: -9358.4376 eV
net charge: 0
relative energy (zero: lowest compared OMol25 entry of this formula, charge and spin): 578.9 kJ/mol

Computed, not measured: a molecular structure, C42H39As2N5Re, with ωB97M-V/def2-TZVPD.

The geometry in XYZ format:
```
89
Properties=species:S:1:pos:R:3:forces:R:3:lowdin_spin:R:1
Re -0.8239 -0.9326 -0.2386 -0.674 0.368 0.181 0.80
C 0.5962 -3.5807 0.0805 -0.077 -0.130 0.039 0.01
N 0.1298 -2.4877 0.9811 0.112 -0.157 0.018 0.01
C 1.1571 -1.8585 1.8755 -0.004 0.207 -0.077 0.00
C 1.6047 -0.5594 1.2672 -0.124 -0.272 0.049 0.00
N 0.8109 0.0784 0.3724 0.049 -0.226 0.376 0.00
C 1.5028 1.2466 -0.0041 0.089 0.152 -0.107 0.01
C 1.2082 2.2257 -0.9420 0.098 0.063 -0.026 0.00
C 2.1269 3.2509 -1.0801 -0.041 -0.048 -0.006 0.00
C 3.3079 3.2974 -0.3246 0.026 -0.046 0.063 0.00
C 3.6256 2.3072 0.5883 -0.072 0.057 -0.086 0.00
C 2.6928 1.2896 0.7186 0.015 -0.046 0.038 0.00
N 2.7104 0.1195 1.4999 -0.199 -0.018 -0.044 0.00
C 0.6473 -3.0646 -1.3148 -0.048 0.069 0.059 0.01
N -0.0864 -1.9434 -1.6790 0.519 -0.375 -0.687 0.02
C 0.1957 -1.7422 -3.0743 -0.055 0.022 0.018 0.02
C -0.2019 -0.7648 -3.9681 0.006 -0.025 -0.051 0.00
C 0.2805 -0.8829 -5.2665 -0.054 0.056 0.055 0.00
C 1.1201 -1.9254 -5.6629 0.041 -0.072 0.034 0.00
C 1.5314 -2.9011 -4.7655 -0.053 0.090 -0.020 0.00
C 1.0488 -2.7666 -3.4785 0.014 -0.024 -0.033 0.00
N 1.2974 -3.5501 -2.3329 -0.112 0.027 0.133 0.00
H -0.1509 -4.3821 0.1121 0.060 -0.004 0.010 0.00
H 1.5488 -4.0091 0.3981 0.011 0.063 -0.020 0.00
H -0.5651 -2.8989 1.6053 -0.020 0.068 -0.006 0.00
H 1.9799 -2.5413 2.0913 0.045 0.062 -0.062 0.00
H 0.6451 -1.6389 2.8154 0.068 -0.028 0.054 0.00
H 0.3119 2.1980 -1.5465 0.058 -0.047 0.059 0.00
H 1.9381 4.0398 -1.7950 -0.005 0.013 -0.012 0.00
H 3.9931 4.1209 -0.4703 0.014 0.006 -0.001 0.00
H 4.5477 2.3272 1.1522 0.020 0.000 0.016 0.00
H 3.4514 -0.1522 2.1349 0.018 -0.009 -0.002 0.00
H -0.8498 0.0536 -3.6925 -0.019 -0.015 0.022 0.00
H -0.0073 -0.1390 -5.9964 -0.006 0.009 -0.012 0.00
H 1.4611 -1.9713 -6.6880 0.008 -0.006 -0.009 0.00
H 2.1884 -3.7081 -5.0606 0.009 -0.010 0.000 0.00
H 1.8949 -4.3716 -2.3051 -0.003 0.005 -0.018 0.00
C -4.1667 0.7825 0.0372 0.008 0.394 0.060 0.00
C -4.6357 -0.6480 0.0011 -0.271 -0.320 0.029 0.00
As -3.1638 -1.8710 0.3192 0.393 0.083 0.070 -0.01
C -3.5943 -3.6497 -0.1996 -0.127 -0.050 0.275 -0.01
C -4.6295 -4.2833 0.4937 0.037 -0.032 -0.017 0.00
C -5.0159 -5.5585 0.1082 -0.003 0.001 0.007 0.00
C -4.3826 -6.1855 -0.9575 -0.003 0.009 -0.016 0.00
C -3.3595 -5.5449 -1.6469 -0.019 -0.030 0.005 0.00
C -2.9588 -4.2715 -1.2713 0.062 0.009 -0.075 0.00
C -2.6611 -1.7240 2.1745 0.105 0.115 -0.031 0.01
C -2.0948 -0.4791 2.5069 -0.040 -0.063 0.013 0.00
C -1.5377 -0.2774 3.7685 0.020 -0.024 0.037 0.00
C -1.5253 -1.3188 4.6862 0.035 0.071 0.032 0.00
C -2.0527 -2.5603 4.3443 -0.072 -0.061 -0.080 0.01
C -2.6104 -2.7749 3.0838 -0.006 -0.068 0.012 0.00
As -2.3804 1.1237 -0.6884 0.250 -0.053 -0.170 0.05
C -1.8962 2.7672 0.1597 -0.120 0.149 -0.001 0.00
C -2.5152 3.9433 -0.2688 0.026 -0.053 -0.051 0.00
C -2.2806 5.1272 0.4160 -0.006 0.017 -0.036 0.00
C -1.4446 5.1388 1.5228 0.052 -0.022 0.055 0.00
C -0.8425 3.9643 1.9600 -0.031 -0.021 -0.052 0.00
C -1.0681 2.7765 1.2805 -0.027 0.052 0.085 0.00
C -2.5838 1.3621 -2.5755 -0.044 0.177 -0.029 0.03
C -1.8672 2.3555 -3.2440 -0.015 -0.007 -0.001 0.01
C -2.0368 2.5118 -4.6132 0.002 0.049 0.037 0.00
C -2.9148 1.6882 -5.3062 -0.040 -0.032 -0.011 0.02
C -3.6303 0.7003 -4.6374 0.020 0.014 -0.012 0.00
C -3.4664 0.5333 -3.2711 0.029 -0.065 0.013 0.01
H -4.1132 1.1567 1.0610 -0.036 -0.008 -0.008 0.00
H -4.8479 1.4502 -0.4962 0.032 -0.052 -0.036 0.00
H -5.0851 -0.9521 -0.9458 0.058 0.068 0.000 0.00
H -5.3788 -0.8251 0.7834 0.017 -0.072 -0.062 0.00
H -5.1433 -3.7997 1.3177 0.017 0.016 -0.016 0.00
H -5.8165 -6.0597 0.6355 -0.009 0.010 -0.003 0.00
H -4.7002 -7.1737 -1.2627 0.016 -0.008 0.008 0.00
H -2.8896 -6.0349 -2.4888 0.004 -0.002 -0.014 0.00
H -2.1912 -3.7609 -1.8451 -0.024 0.025 0.024 0.00
H -2.2043 0.3829 1.8526 -0.021 -0.005 0.060 0.00
H -1.1561 0.6972 4.0469 0.001 0.015 -0.018 0.00
H -1.1264 -1.1612 5.6799 0.004 0.004 0.002 0.00
H -2.0544 -3.3608 5.0728 -0.003 -0.020 -0.004 0.00
H -3.0310 -3.7434 2.8373 0.009 0.014 0.006 0.00
H -3.1758 3.9528 -1.1282 0.000 -0.035 -0.004 0.00
H -2.7553 6.0420 0.0872 -0.008 -0.011 -0.015 0.00
H -1.2646 6.0655 2.0509 -0.008 -0.001 0.010 0.00
H -0.2007 3.9797 2.8307 0.011 -0.001 0.002 0.00
H -0.5909 1.8678 1.6302 0.006 0.036 -0.008 0.00
H -1.2151 3.0335 -2.7065 -0.026 0.000 -0.010 0.00
H -1.5066 3.2964 -5.1362 0.014 0.012 0.010 0.00
H -3.0615 1.8328 -6.3686 0.009 -0.017 -0.006 0.00
H -4.3253 0.0744 -5.1804 -0.019 -0.004 0.007 0.00
H -4.0429 -0.2306 -2.7612 0.027 0.018 -0.015 0.00
```
Positions in Å, forces in eV/Å.

Values from the calculation:
M: 949.86 Da
LUMO energy (alpha / beta): -13.43 / -13.15 eV
spin multiplicity: 2
total energy: -175407.2209 eV
net charge: +4
relative energy (zero: lowest compared OMol25 entry of this formula, charge and spin): 0.0 kJ/mol

Computed, not measured: a molecular structure, C23H46BBr2CaClFIKN2O12P in a non-equilibrium geometry, with ωB97M-V/def2-TZVPD.

The geometry in XYZ format:
```
92
Properties=species:S:1:pos:R:3:forces:R:3:lowdin_charge:R:1
C 3.5710 -3.2762 5.4670 0.434 1.047 -0.343 0.03
C 4.0911 -3.5240 4.0813 0.196 -1.003 0.345 -0.52
O 4.3482 -4.6355 3.6958 -0.114 0.271 -0.188 0.11
O 4.2775 -2.4292 3.2945 -0.451 -0.104 0.311 -0.02
C 3.3581 -2.3606 2.1900 0.202 0.636 -0.962 -0.19
C 2.3491 -1.2500 2.3654 0.093 -0.080 1.109 -0.17
C 1.1005 -1.6760 3.1257 -0.660 -0.381 -0.826 -0.19
C 0.0662 -2.3317 2.1856 -0.858 -0.141 0.430 -0.11
B -1.1994 -2.7285 3.0509 0.229 -0.178 -0.281 -0.28
C -2.3868 -1.6934 3.1046 0.173 -0.094 0.247 -0.06
C -2.7291 -1.2859 4.5014 0.520 -0.683 0.381 -0.63
O -2.1793 -1.6732 5.4859 -0.191 -0.069 0.008 0.12
F -3.7553 -0.4431 4.6002 -0.518 0.049 -0.119 0.07
C -1.1895 -4.1157 3.8225 0.751 0.549 0.426 -0.11
C -0.9224 -5.2343 2.8777 -1.152 -0.019 0.808 -0.81
O -1.2420 -5.0663 1.7168 -1.229 -0.030 0.883 -0.31
I 0.0665 -7.0798 3.5874 -0.121 1.088 -0.625 0.72
H 4.3396 -3.5398 6.1815 0.032 -0.346 0.212 0.09
H 2.6672 -3.8451 5.6269 -0.101 -0.269 0.114 0.09
H 3.3816 -2.2152 5.5751 -0.248 0.137 0.174 0.09
H 3.9513 -2.1193 1.3100 0.250 -0.116 -0.130 0.11
H 2.8979 -3.3298 2.0141 -0.061 -0.235 0.113 0.11
H 2.8346 -0.4905 2.9730 0.263 0.276 -0.127 0.12
H 2.0917 -0.7780 1.4261 -0.107 -0.064 -0.192 0.08
H 1.3057 -2.4126 3.8995 0.410 0.063 0.338 0.10
H 0.6077 -0.8297 3.5844 0.115 0.298 0.240 0.04
H -0.2943 -1.6094 1.4570 0.431 0.175 -0.348 0.10
H 0.5100 -3.1919 1.6824 0.199 -0.086 -0.143 0.07
H -3.2760 -2.0523 2.5866 -0.163 -0.057 -0.085 0.13
H -2.0397 -0.7920 2.6207 -0.251 0.366 -0.366 0.04
H -0.3436 -4.0830 4.5135 0.014 0.023 0.318 0.11
H -2.0570 -4.2880 4.4522 -0.223 -0.342 -0.023 0.12
K 0.0212 -5.6601 0.0635 1.455 -0.654 -1.755 0.90
C 0.3399 3.1104 2.8119 0.741 1.022 -0.527 -0.22
C 0.5283 1.9690 1.9281 0.073 -0.431 -0.495 -0.36
N 0.6776 1.0604 1.2348 -0.068 0.646 0.253 0.15
H 0.8395 2.9559 3.7613 0.065 -0.132 0.058 0.05
H 0.7739 4.0063 2.3483 0.034 -0.134 -0.081 0.09
H -0.7022 3.3246 3.0039 -0.190 -0.089 -0.133 0.01
C 4.9445 -5.2991 0.9543 0.061 -0.178 -0.168 -0.05
C 5.2252 -5.3880 -0.5407 -0.201 0.194 -0.022 -0.45
C 6.7157 -5.2136 -0.8768 -0.177 0.225 0.874 -0.30
O 7.1794 -3.9054 -0.8401 0.003 0.011 -0.205 -0.18
C 7.5076 -3.4073 0.4617 0.068 0.226 0.041 -0.05
N 4.3702 -4.4183 -1.2546 0.475 -0.323 -0.106 0.06
H 4.9621 -4.2741 1.3129 0.077 -0.032 -0.064 0.04
H 3.9569 -5.6976 1.1777 -0.001 0.002 0.025 0.09
H 5.6666 -5.8747 1.5324 -0.034 0.007 0.044 0.10
H 4.9295 -6.4028 -0.8657 0.041 -0.008 -0.074 0.11
H 6.8791 -5.5309 -1.9190 0.711 0.396 0.649 -0.08
H 7.3411 -5.8707 -0.2590 -0.059 -0.121 -0.051 0.14
H 7.9244 -4.1911 1.0972 -0.064 -0.059 -0.016 0.10
H 6.6361 -2.9610 0.9392 -0.016 -0.099 0.078 0.08
H 8.2541 -2.6290 0.3280 0.027 -0.027 -0.101 0.10
H 4.4588 -4.5372 -2.2657 -0.316 0.096 -0.036 -0.01
H 4.7487 -3.4878 -1.0884 -0.148 0.062 0.116 0.09
C -1.6871 3.1130 -1.1346 -0.311 0.119 0.319 -0.11
O -1.8962 4.1408 -2.1237 2.108 -1.516 -0.841 -0.25
P -0.6665 5.1299 -2.5546 -1.690 4.292 -0.217 0.48
O -0.4378 6.0245 -1.4034 0.421 -0.709 0.116 -0.25
O -1.5240 5.7813 -3.7548 -0.151 0.088 -0.130 -0.25
C -2.8822 6.1550 -3.5578 -0.125 -0.051 -0.109 -0.12
O 0.6900 5.2347 -3.4724 -0.268 -2.754 0.789 -0.22
C 1.2038 4.0960 -4.1997 -0.229 0.297 -0.103 -0.15
H -2.5997 2.5204 -1.0884 -0.029 0.124 -0.062 0.09
H -0.8584 2.4716 -1.3951 0.204 -0.128 -0.053 -0.01
H -1.5065 3.5725 -0.1651 0.043 0.052 0.058 0.08
H -3.0380 6.5976 -2.5733 0.031 -0.068 0.045 0.09
H -3.5300 5.2897 -3.6916 -0.068 0.006 0.115 0.08
H -3.1361 6.8915 -4.3178 0.107 0.027 -0.034 0.08
H 0.4622 3.7337 -4.9192 0.017 0.011 0.066 0.09
H 1.4798 3.2740 -3.5050 -0.069 0.290 -0.248 -0.12
H 2.0932 4.4195 -4.7349 -0.004 0.159 0.067 0.08
Cl 1.5784 1.9084 -2.0117 0.079 -0.349 0.196 -0.13
C -8.8943 4.1044 -6.2609 -0.002 0.266 -0.105 -0.07
C -8.0036 4.0654 -5.0376 -0.243 -0.357 -0.054 -0.21
O -7.0989 5.1774 -4.9971 0.093 -0.100 0.040 0.04
C -7.6361 6.3392 -4.6328 0.032 -0.024 -0.122 -0.62
O -8.7856 6.5281 -4.3323 -0.074 0.014 0.069 0.12
O -6.6792 7.2640 -4.6729 0.044 0.093 0.034 0.00
C -7.1339 8.5898 -4.3900 0.087 0.203 0.045 -0.04
H -8.2912 4.1745 -7.1670 0.030 -0.121 0.001 0.08
H -9.5092 3.2061 -6.3121 0.034 -0.032 0.013 0.08
H -9.5526 4.9711 -6.2387 -0.047 -0.024 0.084 0.07
H -7.3738 3.1788 -5.0668 0.187 0.108 0.018 0.12
H -8.5864 4.0227 -4.1181 -0.024 0.174 0.008 0.12
H -7.6662 8.6278 -3.4431 -0.087 -0.059 -0.027 0.10
H -7.7714 8.9485 -5.1961 -0.098 -0.037 0.045 0.10
H -6.2484 9.2149 -4.3290 0.095 -0.105 -0.040 0.09
Ca 6.1435 -6.2769 -3.5642 -0.493 -0.447 -0.995 1.08
Br 2.1196 -8.8901 4.1710 0.393 -0.583 0.074 -0.49
Br -1.1563 1.1025 4.0900 -0.413 -0.142 0.932 0.40
```
Positions in Å, forces in eV/Å.

Values from the calculation:
M: 1004.75 Da
LUMO energy: -5.75 eV
total energy: -260294.4278 eV
net charge: 0